This record from the Open Molecules 2025 dataset describes C5H4ClNS in the gas phase in a non-equilibrium geometry. The level of theory is ωB97M-V/def2-TZVPD.

Each line ends with the natural charge from an NBO analysis.
Cartesian coordinates (Å):
C1 -1.9442 0.2205 -0.6891  -0.246
C2 -0.9228 1.0348 -1.0158  -0.420
C3 1.1719 0.0111 0.3414  -0.368
C4 1.2417 -0.1547 1.7188  -0.279
C5 1.5876 -1.0074 -0.5685  0.250
H1 -2.6458 0.0184 -1.6189  0.214
H2 -1.1013 1.6496 -1.9167  0.242
H3 0.7166 0.4604 2.4815  0.232
H4 1.9501 -1.0588 2.1232  0.210
N1 1.9211 -1.7975 -1.2943  -0.271
S1 0.4426 1.5097 0.0003  0.350
Cl1 -2.4175 -0.8860 0.4379  0.087

Values from the calculation:
LUMO level = -0.1165 eV
Energy above the lowest of the compared OMol25 structures with the same formula, charge and spin = 244.1 kJ/mol
Orbital gap = 9.00 eV
HOMO level = -9.12 eV
E = -1105.9506 hartree